Computed, not measured: a molecular structure, BaBr3I2O8P2Pb3, with the ωB97M-V functional and the def2-TZVPD basis.

```
19
Properties=species:S:1:pos:R:3:forces:R:3
Pb 0.71579 1.48502 1.79662 -1.5 -0.2 -1.1
Pb 2.92321 -3.09965 -0.87517 -1.0 -0.1 -0.4
Pb -0.90539 0.88156 -1.89862 1.2 -0.2 0.4
Ba -3.24960 -0.42028 1.48825 0.7 -0.6 -0.6
I -0.43434 -4.74901 -0.98860 0.5 -0.6 -0.1
I -1.47594 -1.68180 3.80084 0.0 -0.2 1.0
P -2.35936 2.40427 0.79297 1.3 4.4 -0.6
O -2.23826 1.67058 2.13442 -1.0 -1.0 1.3
O -2.82718 1.37094 -0.29494 -1.4 0.1 0.7
O -0.83122 2.58131 0.42037 1.6 -0.2 -0.2
O -3.01169 3.82593 0.89903 0.4 -3.2 -0.6
P 2.37578 0.32036 -1.19837 -3.5 -2.7 0.7
O 1.49788 1.06460 -2.18156 -1.2 0.2 -0.5
O 2.40979 -1.27954 -1.74260 -0.4 2.1 1.3
O 1.62172 0.42878 0.25660 1.5 0.2 -1.5
O 3.72216 0.75444 -1.03879 4.5 1.5 0.3
Br 3.39912 -2.69270 1.73030 0.2 0.1 0.3
Br -0.95204 -1.44338 -3.32394 -0.4 -0.1 -0.7
Br -0.38044 -1.42146 0.22321 -1.6 0.7 0.2
```
Positions in Å, forces in eV/Å.

## Properties
E_tot = -277738.946 eV
2S+1 = 1
Strongest force on any atom = 4.79 eV/A
Net charge = -3
HOMO energy = 0.7504 eV

=====

Computed, not measured: C5H6N2O in the gas phase, with the ωB97M-V functional and the def2-TZVPD basis.

```
14
Properties=species:S:1:pos:R:3:forces:R:3
C -0.64779 0.83645 -0.13759 4.2 2.0 -0.6
C -2.03706 0.79156 -0.11609 1.7 -1.6 1.5
C -2.24524 -0.65817 -0.03736 2.5 0.0 -1.2
C 1.30524 -0.89024 0.20702 -0.7 0.8 -2.8
C 2.39277 -0.18637 -0.27951 0.5 -3.5 5.1
H 1.17745 1.42980 0.48800 -2.7 1.1 -1.5
H -2.76959 1.48765 0.28564 0.6 0.3 -0.6
H -3.27690 -1.19069 0.08981 2.6 0.7 -0.3
H 1.15805 -1.91315 0.74410 0.6 2.4 -0.6
H 3.36168 -0.41295 0.43253 -2.1 0.9 -2.7
H 2.24382 0.54289 -1.03263 0.4 0.7 -0.4
N -1.02203 -1.25478 -0.20644 -4.2 -3.9 0.2
N 0.00456 -0.43967 -0.41788 -2.9 1.9 2.8
O 0.35502 1.85767 -0.01959 -0.5 -1.7 1.2
```
Positions in Å, forces in eV/Å.

## Properties
E_tot = -10305.609 eV
2S+1 = 1
Strongest force on any atom = 6.23 eV/A
Relative energy (zero: lowest compared OMol25 entry of this formula, charge and spin) = 385.4 kJ/mol
HOMO energy = -8.6405 eV
SMILES = C=Cn1nccc1O

=====

Computed, not measured: C3H4N2O2 in the gas phase, with the ωB97M-V functional and the def2-TZVPD basis.

```
11
Properties=species:S:1:pos:R:3:forces:R:3
C 1.71476 -0.18274 -0.76336 -0.7 0.5 -0.8
C -0.96897 -1.17958 0.11123 -1.5 0.6 -0.5
C -0.89372 1.24340 0.83429 -0.9 1.1 1.5
H 2.43178 0.28506 -1.55093 -1.2 -1.2 1.5
H 2.03332 -1.10737 -0.16186 -0.6 1.5 -0.6
H -0.65361 -1.43330 -1.00542 -0.8 -0.9 2.2
H -0.31518 2.05266 0.46547 0.6 1.2 -0.6
N 0.57150 0.42898 -0.74405 2.0 0.0 0.4
N -0.40171 0.10624 0.24813 1.0 -1.8 -0.6
O -1.77495 -1.64540 0.89649 1.9 0.3 -1.8
O -1.74324 1.43206 1.67002 0.2 -1.2 -0.6
```
Positions in Å, forces in eV/Å.

## Properties
E_tot = -10248.332 eV
2S+1 = 1
Strongest force on any atom = 2.64 eV/A
Relative energy (zero: lowest compared OMol25 entry of this formula, charge and spin) = 379.5 kJ/mol
HOMO energy = -10.2783 eV
SMILES = C=NN(C=O)C=O

=====

Computed, not measured: C8H12 in the gas phase, with the ωB97M-V functional and the def2-TZVPD basis.

```
20
Properties=species:S:1:pos:R:3:forces:R:3
C 1.45879 -1.08179 0.04478 -0.9 0.4 3.1
C 2.10178 0.29747 -0.27743 2.0 -2.2 -1.6
C 0.94991 1.24138 0.06031 -1.1 3.9 -0.5
C -0.72762 1.26167 -0.00902 -4.1 3.0 -1.7
C -2.04373 0.37489 -0.36062 3.1 -2.6 -0.9
C -1.43227 -1.17832 0.10302 1.1 2.4 3.4
C 0.08442 -0.62832 -0.25666 -4.4 -5.0 3.4
C -0.07683 0.39263 0.86879 4.1 4.0 -5.6
H 1.44190 -1.32055 1.19781 0.5 0.3 -2.1
H 1.72948 -1.92776 -0.48174 1.2 -1.6 -1.2
H 2.63322 0.01824 -1.32810 -1.5 1.8 1.8
H 2.94481 0.50982 0.43228 -0.7 0.1 -0.7
H 1.09720 2.39884 -0.07894 0.4 -2.2 1.5
H -1.28121 2.29281 0.09330 2.1 -1.2 0.8
H -2.24460 0.23378 -1.44332 -0.5 0.4 0.7
H -2.78602 0.87020 0.22789 -0.8 -0.2 0.1
H -1.62733 -1.73394 1.25169 0.6 2.2 -3.2
H -1.82853 -1.81740 -0.54795 -1.5 -2.9 -2.7
H -0.13354 -0.35392 -1.28808 0.8 0.4 0.3
H -0.25982 0.15025 1.79198 -0.5 -1.3 5.1
```
Positions in Å, forces in eV/Å.

## Properties
E_tot = -8481.845 eV
2S+1 = 1
Strongest force on any atom = 8.01 eV/A
Relative energy (zero: lowest compared OMol25 entry of this formula, charge and spin) = 746.5 kJ/mol
HOMO energy = -8.3501 eV
SMILES = C1C[C@@H]2[C@@H]3CC[C@@H]1[C@H]23

=====

Computed, not measured: 2 unconnected molecules or ions with the total composition C2H4O7S2, with the ωB97M-V functional and the def2-TZVPD basis.

```
15
Properties=species:S:1:pos:R:3:forces:R:3
C -0.99976 -0.82525 0.93432 -0.8 -0.5 1.6
C 0.03381 -0.20174 0.10685 3.8 0.9 0.5
O 1.24573 -0.67870 -2.27962 -0.3 -0.4 0.9
O 1.62064 1.98342 -0.22052 -2.3 -0.8 0.8
O -1.03831 0.16722 -2.31309 1.2 0.0 1.3
O -0.74700 -2.04103 -1.55641 1.4 -0.2 0.5
O -0.86340 2.31117 -0.19505 0.6 -0.4 0.1
O 0.28745 1.64111 1.86823 0.0 0.5 -1.4
O 1.83595 -0.49388 0.97081 -4.8 -3.5 0.5
S -0.06478 -0.73406 -1.64269 -1.9 -0.1 -2.6
S 0.28692 1.61426 0.37972 1.0 1.0 1.2
H -0.67400 -1.81636 1.37914 -0.5 0.8 -1.3
H -1.13600 -0.22831 1.86533 -0.2 0.0 -0.9
H -1.92120 -0.86124 0.27156 0.9 -0.3 1.1
H 2.13395 0.16341 0.43143 1.9 3.1 -2.4
```
Positions in Å, forces in eV/Å.

## Properties
E_tot = -38139.876 eV
2S+1 = 1
Strongest force on any atom = 6.02 eV/A
Net charge = -2
Relative energy (zero: lowest compared OMol25 entry of this formula, charge and spin) = 189.7 kJ/mol
HOMO energy = -1.8280 eV